A structure of composition C57H60Ge3N7O3SSc. Source: OMol25; level of theory: ωB97M-V with the def2-TZVPD basis set.

Structure (XYZ):
```
132
Properties=species:S:1:pos:R:3:lowdin_charge:R:1
Sc 0.6819 0.2020 0.6723 0.687
S -0.0540 -1.1286 2.7286 0.857
C -1.4138 0.0920 2.9816 -0.700
N -1.5837 0.2366 4.2992 -0.071
N -2.5913 1.1868 4.5956 -0.042
C -2.5461 2.5252 4.4516 -0.274
C -1.4440 3.1843 3.8710 -0.045
C -1.3887 4.5629 3.8344 -0.138
C -2.4318 5.3511 4.3205 -0.162
C -3.5468 4.7046 4.8412 -0.142
C -3.6109 3.3258 4.9093 -0.055
N -1.9906 0.7575 2.0314 0.017
N -1.5222 0.4905 0.7308 -0.161
C -2.4662 0.5404 -0.2169 -0.306
C -2.0238 0.0294 -1.5669 -0.215
C -3.0802 -0.3372 -2.6473 -0.190
C -4.3898 0.3492 -2.4159 -0.114
C -4.6660 0.9067 -1.2225 -0.142
C -3.7752 0.9647 -0.0892 -0.094
H -3.4620 0.7851 4.9032 0.118
H -0.6795 2.5742 3.4136 0.070
H -0.5149 5.0341 3.3948 0.088
H -2.3834 6.4320 4.2832 0.075
H -4.3851 5.2881 5.2080 0.085
H -4.4918 2.8434 5.3214 0.094
H -1.3472 -0.8169 -1.3948 0.085
H -3.2302 -1.4191 -2.7851 0.121
H -5.1282 0.3450 -3.2102 0.080
H -5.6512 1.3503 -1.0882 0.083
H -4.1330 1.3212 0.8662 0.066
C 4.8876 -0.8052 0.6924 -0.002
C 3.5892 -0.1579 0.2345 -0.717
O 3.6004 1.0159 -0.1613 -0.044
O 2.5493 -0.8902 0.3246 -0.171
H 5.1066 -1.6719 0.0655 0.057
H 4.7637 -1.1590 1.7165 0.079
H 5.7071 -0.0914 0.6362 0.069
O 1.9053 1.0557 2.5180 -0.206
N 2.2337 2.2789 2.8397 -0.181
C 2.8993 3.0745 1.9740 -0.017
C 3.1996 4.3735 2.3255 -0.047
C 2.8238 4.8695 3.5655 -0.085
C 2.1564 4.0248 4.4430 -0.060
C 1.8795 2.7317 4.0633 -0.010
H 3.1387 2.6128 1.0230 0.108
H 3.7228 4.9870 1.6055 0.109
H 3.0392 5.8928 3.8413 0.097
H 1.8178 4.3597 5.4127 0.111
H 1.3485 2.0098 4.6661 0.142
C -0.2618 -1.8768 1.0681 -0.651
Ge 0.2093 -3.7531 1.0313 0.939
C 1.7574 -4.3201 -0.0482 -0.263
C 3.0537 -3.9493 0.3096 -0.122
C 4.1511 -4.4064 -0.4052 -0.104
C 3.9722 -5.2363 -1.5037 -0.113
C 2.6912 -5.6071 -1.8787 -0.104
C 1.5969 -5.1553 -1.1513 -0.114
C -1.3307 -4.7141 0.2490 -0.258
C -1.6392 -6.0232 0.6163 -0.109
C -2.7202 -6.6916 0.0557 -0.111
C -3.5151 -6.0580 -0.8888 -0.115
C -3.2265 -4.7536 -1.2634 -0.087
C -2.1464 -4.0918 -0.6969 -0.098
C 0.5091 -4.6457 2.7720 -0.267
C 1.5130 -5.5956 2.9521 -0.109
C 1.6559 -6.2728 4.1572 -0.110
C 0.7901 -6.0090 5.2076 -0.120
C -0.2161 -5.0669 5.0458 -0.097
C -0.3542 -4.3946 3.8403 -0.116
H -1.3227 -1.8749 0.8152 -0.015
H 3.2033 -3.2742 1.1427 0.099
H 5.1501 -4.1023 -0.1150 0.091
H 4.8283 -5.5796 -2.0729 0.090
H 2.5391 -6.2436 -2.7429 0.093
H 0.5997 -5.4520 -1.4562 0.093
H -1.0301 -6.5284 1.3583 0.094
H -2.9447 -7.7073 0.3608 0.089
H -4.3608 -6.5760 -1.3259 0.089
H -3.8458 -4.2438 -1.9911 0.097
H -1.9478 -3.0673 -0.9939 0.078
H 2.1956 -5.8108 2.1383 0.088
H 2.4460 -7.0061 4.2748 0.089
H 0.9009 -6.5320 6.1505 0.087
H -0.8911 -4.8464 5.8641 0.095
H -1.1332 -3.6493 3.7356 0.090
C 1.1961 -0.8850 -5.5416 -0.258
Ge 1.2619 -1.0731 -3.5673 0.689
C 0.1279 -2.6326 -3.1317 -0.242
C 3.0949 -1.6876 -3.1571 -0.244
Ge 0.6389 0.8474 -2.1753 0.907
C -1.3584 1.0127 -2.5720 -0.437
C -2.1061 0.2730 -3.7145 -0.227
C -2.6348 1.1177 -4.8302 -0.066
C -2.7740 2.4341 -4.6829 -0.106
C -2.4396 3.0841 -3.4140 -0.093
C -1.8319 2.4023 -2.4390 -0.110
C 1.6147 2.3645 -3.0490 -0.336
C 2.8063 2.1747 -3.7538 -0.133
C 3.5414 3.2378 -4.2602 -0.114
C 3.1022 4.5422 -4.0808 -0.134
C 1.9226 4.7625 -3.3836 -0.121
C 1.2013 3.6909 -2.8755 -0.126
H 1.5856 -1.7841 -6.0252 0.001
H 1.7943 -0.0304 -5.8605 -0.004
H 0.1729 -0.7194 -5.8807 -0.005
H 0.5072 -3.5388 -3.6091 0.016
H -0.9089 -2.4830 -3.4317 0.003
H 0.1553 -2.7817 -2.0502 -0.008
H 3.3194 -2.6035 -3.7095 0.008
H 3.1614 -1.8998 -2.0901 -0.004
H 3.8472 -0.9372 -3.4034 0.000
H -1.4894 -0.5272 -4.1285 0.084
H -2.9049 0.6403 -5.7678 0.092
H -3.1574 3.0415 -5.4961 0.083
H -2.7274 4.1203 -3.2682 0.085
H -1.6444 2.8770 -1.4907 0.078
H 3.1808 1.1685 -3.9037 0.063
H 4.4637 3.0463 -4.7979 0.088
H 3.6718 5.3752 -4.4769 0.082
H 1.5621 5.7760 -3.2360 0.085
H 0.2790 3.8915 -2.3419 0.066
C -0.5816 5.8598 0.0341 -0.043
N -1.1167 4.5569 0.3588 -0.178
C -2.5447 4.4010 0.6221 -0.018
C -0.3184 3.5344 0.5266 -0.255
N 0.3708 2.6346 0.7442 0.197
H -1.1235 6.2770 -0.8190 0.088
H 0.4697 5.7661 -0.2345 0.089
H -0.6793 6.5404 0.8858 0.082
H -3.1109 4.7069 -0.2616 0.090
H -2.8377 4.9968 1.4907 0.077
H -2.7544 3.3517 0.8312 0.081
```

Calculated values
Kohn-Sham gap   0.16067 Ha
Relative energy (zero: lowest compared OMol25 entry of this formula, charge and spin)   0.00 kcal/mol
Molar mass   1186.01 g mol⁻¹
Net charge   -2



A structure of composition C34H41N7O2S2TeTi at a distorted geometry. Source: OMol25; level of theory: ωB97M-V with the def2-TZVPD basis set.

Structure (XYZ):
```
88
Properties=species:S:1:pos:R:3:lowdin_charge:R:1
Ti 0.3684 0.6279 -1.2486 0.636
C -5.5064 2.1973 0.9007 -0.076
C -4.6876 2.7613 -0.2512 -0.217
N -3.9458 1.7225 -0.9769 0.011
C -2.6914 1.3735 -0.7101 -0.746
S -1.9738 0.0878 -1.6823 0.615
N -2.0631 1.9603 0.2810 0.015
N -0.7387 1.6194 0.3168 -0.074
C -0.0946 1.9053 1.4034 -0.243
C -0.7268 2.5196 2.6038 0.007
C 1.3532 1.6118 1.3943 -0.214
C 2.1604 1.8204 2.4970 0.030
C 3.5195 1.5503 2.4020 0.001
C 4.0282 1.0590 1.2128 -0.004
C 3.1565 0.8628 0.1572 -0.075
N 1.8567 1.1497 0.2373 0.000
H -6.0463 3.0014 1.4021 0.083
H -4.8579 1.7116 1.6317 0.068
H -6.2396 1.4725 0.5442 0.078
H -3.9603 3.4815 0.1126 0.107
H -5.3297 3.2584 -0.9759 0.123
H -4.4408 1.1639 -1.6538 0.134
H -1.7344 2.8406 2.3707 0.075
H -0.1451 3.3735 2.9539 0.100
H -0.7710 1.7925 3.4200 0.108
H 1.7341 2.1891 3.4194 0.124
H 4.1700 1.7219 3.2504 0.130
H 5.0777 0.8283 1.0964 0.127
H 3.5098 0.4628 -0.7847 0.112
C -4.9050 -4.5424 3.6326 -0.028
O -3.7144 -3.9608 3.0804 -0.080
C -2.5294 -4.2913 3.6384 -0.225
C -2.3417 -5.1897 4.6817 0.012
C -1.0639 -5.3983 5.1784 -0.037
C 0.0329 -4.7186 4.6567 -0.055
C -0.1474 -3.8417 3.6042 -0.026
C -1.4192 -3.6525 3.0892 -0.157
N -1.7008 -2.7268 2.0287 0.171
C -1.0149 -2.4028 0.9831 0.057
C 0.1517 -3.0434 0.4379 -0.117
C 0.4199 -4.4134 0.5964 -0.004
C 1.4577 -5.0010 -0.0869 -0.034
C 2.2628 -4.2196 -0.9214 -0.006
C 2.0190 -2.8686 -1.0937 0.022
C 0.9584 -2.2837 -0.4236 -0.261
O 0.6823 -0.9743 -0.5866 -0.305
H -4.9674 -4.3503 4.7031 0.102
H -4.9272 -5.6146 3.4401 0.106
H -5.7334 -4.0616 3.1261 0.099
H -3.1795 -5.7319 5.0958 0.119
H -0.9253 -6.0982 5.9923 0.122
H 1.0197 -4.8716 5.0709 0.116
H 0.6910 -3.2976 3.1862 0.126
H -2.6149 -2.2925 2.1199 0.175
H -1.4157 -1.5595 0.4269 0.101
H -0.2230 -5.0160 1.2259 0.126
H 1.6399 -6.0625 0.0089 0.122
H 3.0898 -4.6757 -1.4507 0.126
H 2.6347 -2.2634 -1.7477 0.100
C -0.4618 3.2442 -2.5154 -0.152
C -0.3192 4.6070 -3.2453 -0.127
N 1.0404 5.1156 -3.1160 -0.149
C 1.4041 5.1494 -1.7075 -0.133
C 1.4699 3.7106 -1.1318 -0.133
N 0.8906 2.7287 -2.1027 -0.220
C 1.7706 2.7651 -3.3206 -0.160
C 1.9594 4.2222 -3.8119 -0.129
H -0.9186 2.4982 -3.1627 0.083
H -1.0664 3.3511 -1.6174 0.102
H -1.0092 5.3327 -2.8156 0.127
H -0.5552 4.5076 -4.3043 0.130
H 0.6650 5.7467 -1.1726 0.127
H 2.3701 5.6417 -1.6000 0.127
H 0.9101 3.6517 -0.2021 0.102
H 2.4990 3.4140 -0.9385 0.117
H 1.3018 2.1523 -4.0802 0.047
H 2.7248 2.3115 -3.0610 0.102
H 1.7706 4.2798 -4.8830 0.129
H 2.9769 4.5710 -3.6349 0.127
Te 0.2565 -0.4573 -3.7770 1.033
C 2.2560 -1.0326 -4.0725 -1.000
C 3.4059 -0.5400 -3.5110 -0.282
C 4.5751 -1.2714 -3.8773 -0.182
C 4.2857 -2.3068 -4.7107 -0.398
S 2.6111 -2.4002 -5.0388 0.965
H 3.4232 0.3420 -2.8874 0.056
H 5.5777 -1.0291 -3.5516 0.108
H 4.9683 -3.0085 -5.1673 0.078
```

Calculated values
Kohn-Sham gap   0.21294 Ha
Relative energy (zero: lowest compared OMol25 entry of this formula, charge and spin)   5.91 kcal/mol
Molar mass   819.35 g mol⁻¹
Net charge   +2



A structure of composition H3O5 at a distorted geometry. Source: OMol25; level of theory: ωB97M-V with the def2-TZVPD basis set.

Structure (XYZ):
```
8
Properties=species:S:1:pos:R:3:mulliken_spin:R:1
O -1.8193 -0.3833 0.4046 1.375
O 1.3459 -1.0023 0.2870 0.019
O 1.1394 1.2923 -0.0522 0.043
O -0.4756 -0.0554 -0.5600 0.613
O 0.5122 0.1451 0.3035 -0.018
H -2.4964 0.0282 -0.1326 -0.028
H 0.8561 -1.6563 0.7055 0.000
H 0.9377 1.6317 -0.9557 -0.004
```

Calculated values
Kohn-Sham gap (spin up / spin down)   0.40813 / 0.32909 Ha
Relative energy (zero: lowest compared OMol25 entry of this formula, charge and spin)   61.67 kcal/mol
Spin multiplicity   3
Molar mass   83.02 g mol⁻¹
Net charge   +1



no.,energy (Eh)
1,-10206.68754
2,-3767.41612
3,-377.15729